Entry 1:
102
Properties=species:S:1:pos:R:3:lowdin_spin:R:1 method="wB97M-V/def2-TZVPD" lumo_ev="1.84 / 1.83" e_homo_ev="-3.67 / -4.02" max_force_ev_per_a=2.8 mol_weight_g_mol=1184.272 spin_multiplicity=5 total_charge=-1 de_lowest_kj_mol=239.6 orbital_gap_ev="5.5 / 5.8"
Fe -0.09 -0.52 0.05 3.44
O -1.18 3.02 2.31 0.00
S -0.58 2.38 1.17 0.01
O 0.69 2.94 0.76 0.00
O -0.48 0.91 1.37 0.03
C -1.79 2.73 -0.14 0.00
C -2.07 4.09 -0.14 0.00
C -3.14 4.61 -0.84 0.00
C -4.00 3.74 -1.48 0.00
C -3.72 2.38 -1.51 0.00
C -2.57 1.86 -0.90 0.00
P -2.06 0.16 -1.36 0.03
C -3.71 -0.62 -1.52 0.01
C -4.62 -0.54 -0.46 0.00
C -5.78 -1.29 -0.48 0.00
C -6.05 -2.14 -1.55 0.00
C -5.15 -2.23 -2.60 0.00
C -3.99 -1.48 -2.58 0.00
C -1.75 0.35 -3.18 0.01
C -0.89 -0.60 -3.73 0.00
C -0.58 -0.59 -5.07 0.00
C -1.13 0.37 -5.90 0.00
C -1.99 1.32 -5.37 0.00
C -2.29 1.32 -4.02 0.00
H -1.41 4.72 0.45 0.00
H -3.31 5.68 -0.86 0.00
H -4.89 4.11 -1.97 0.00
H -4.40 1.72 -2.01 0.00
H -4.40 0.10 0.38 0.00
H -6.48 -1.23 0.34 0.00
H -6.95 -2.74 -1.56 0.00
H -5.34 -2.91 -3.42 0.00
H -3.28 -1.59 -3.40 0.00
H -0.44 -1.33 -3.07 0.00
H 0.11 -1.32 -5.46 0.00
H -0.89 0.39 -6.95 0.00
H -2.42 2.08 -6.01 0.00
H -2.94 2.08 -3.63 0.00
C 0.49 -2.62 4.12 0.02
Sb 1.35 -1.44 2.46 0.03
C 2.61 -3.11 1.85 0.00
C 2.95 -0.52 3.76 0.02
C 4.24 -1.07 3.34 0.00
C 4.74 -2.20 3.99 0.00
C 5.85 -2.87 3.51 0.00
C 6.48 -2.43 2.36 0.00
C 6.02 -1.29 1.73 0.00
C 4.93 -0.57 2.22 0.00
C 4.55 0.69 1.58 0.02
Sb 2.65 0.78 0.36 0.03
C 3.50 -0.54 -1.16 0.00
C 3.44 2.57 -0.65 0.01
H 0.77 -3.67 4.01 0.00
H -0.59 -2.54 4.11 0.00
H 0.87 -2.24 5.07 0.00
H 3.14 -3.48 2.72 0.00
H 3.33 -2.79 1.10 0.00
H 2.00 -3.91 1.43 0.00
H 2.71 -0.79 4.78 0.00
H 2.87 0.56 3.63 0.00
H 4.23 -2.56 4.87 0.00
H 6.22 -3.75 4.03 0.00
H 7.32 -2.97 1.95 0.00
H 6.52 -0.93 0.84 0.00
H 5.32 1.01 0.89 0.00
H 4.40 1.48 2.32 0.00
H 4.47 -0.16 -1.46 0.00
H 2.84 -0.58 -2.03 0.00
H 3.61 -1.55 -0.77 0.00
H 3.87 2.31 -1.61 0.00
H 4.20 3.03 -0.03 0.00
H 2.63 3.27 -0.79 0.00
O -1.49 -5.19 2.08 0.00
C -0.78 -4.79 0.94 0.00
C -1.66 -4.23 -0.19 0.00
C -2.56 -5.39 -0.70 0.00
O -3.44 -5.04 -1.73 0.00
C -0.83 -3.73 -1.37 0.00
Se 0.64 -2.44 -0.99 0.09
C -2.60 -3.14 0.32 0.01
Se -1.80 -1.64 1.38 0.12
H -1.84 -4.38 2.49 0.00
H -0.24 -5.67 0.58 0.00
H -0.05 -4.01 1.20 0.00
H -3.10 -5.80 0.16 0.00
H -1.92 -6.18 -1.11 0.00
H -3.96 -4.28 -1.45 0.00
H -1.49 -3.24 -2.08 0.00
H -0.34 -4.57 -1.86 0.00
H -3.37 -3.56 0.97 0.00
H -3.07 -2.66 -0.53 0.00
S 0.60 1.31 -1.57 0.03
C 1.00 1.90 -3.07 0.03
N 0.23 2.84 -3.74 0.01
C 0.94 3.55 -4.78 0.00
C 1.88 2.54 -5.42 0.00
S 2.33 1.37 -4.08 0.01
H -0.39 3.37 -3.14 0.00
H 1.51 4.40 -4.37 0.00
H 0.22 3.94 -5.51 0.00
H 2.78 2.99 -5.81 0.00
H 1.39 1.96 -6.20 0.00

=====

Entry 2:
124
Properties=species:S:1:pos:R:3:mulliken_charge:R:1 method="wB97M-V/def2-TZVPD" lumo_ev=-5.31 e_homo_ev=-11.39 max_force_ev_per_a=0.8 mol_weight_g_mol=1154.629 total_charge=+2 de_lowest_kj_mol=0.0 orbital_gap_ev=6.1
W 1.24 0.80 0.94 -0.11
F -2.08 0.34 -5.65 -0.36
C -2.40 -0.32 -4.53 -0.04
C -1.75 -0.04 -3.36 -0.50
C -2.12 -0.69 -2.19 0.93
C -1.40 -0.38 -0.95 0.60
O -0.53 0.50 -0.94 -0.18
C -1.77 -1.18 0.18 -0.62
C -2.77 -2.11 0.07 -0.55
N -3.47 -2.33 -1.05 0.34
C -4.51 -3.34 -1.06 -0.41
C -5.94 -2.90 -1.22 -0.45
C -5.45 -3.42 0.10 -0.98
C -3.13 -1.65 -2.22 -0.31
C -3.77 -1.95 -3.44 -0.58
C -3.41 -1.30 -4.60 -1.47
N -4.07 -1.61 -5.81 0.36
C -3.30 -1.59 -7.05 -0.50
C -3.94 -2.60 -8.00 -0.96
N -5.42 -2.68 -7.69 -0.13
C -5.95 -1.32 -7.34 -0.67
C -5.36 -0.92 -5.98 -0.48
C -1.12 -1.04 1.50 -0.45
O -1.25 -1.85 2.38 -0.71
O -0.41 0.09 1.65 0.49
H -0.95 0.69 -3.34 0.50
H -3.03 -2.71 0.93 0.96
H -4.20 -4.26 -1.53 0.50
H -6.60 -3.52 -1.81 0.32
H -6.12 -1.84 -1.28 0.21
H -5.75 -4.41 0.42 0.27
H -5.34 -2.70 0.90 0.36
H -4.53 -2.72 -3.48 0.65
H -2.28 -1.91 -6.84 0.48
H -3.24 -0.60 -7.51 0.40
H -3.54 -3.61 -7.88 0.42
H -3.85 -2.30 -9.04 0.40
H -5.54 -3.29 -6.88 0.37
H -5.93 -3.09 -8.47 0.34
H -7.04 -1.35 -7.32 0.40
H -5.63 -0.66 -8.14 0.36
H -6.03 -1.23 -5.17 0.40
H -5.27 0.17 -5.95 0.30
O 1.66 -1.08 -2.28 -0.61
C 2.29 -0.95 -1.27 -0.40
O 1.64 -0.79 -0.07 0.13
C 3.75 -1.03 -1.09 0.38
C 4.46 -1.89 -1.92 -0.87
C 5.82 -2.06 -1.74 -0.68
C 6.47 -1.36 -0.73 -0.72
C 5.77 -0.49 0.08 -1.06
C 4.39 -0.31 -0.09 1.10
S 3.66 0.97 0.89 0.00
H 3.93 -2.42 -2.70 0.50
H 6.38 -2.74 -2.38 0.42
H 7.53 -1.49 -0.58 0.45
H 6.29 0.08 0.85 0.53
C 3.92 -0.86 3.60 -1.24
As 2.12 -1.07 2.92 1.06
C 2.20 -2.85 2.15 -1.36
C 1.06 -1.31 4.56 -0.32
C 1.59 -2.39 5.46 -0.24
C 1.20 -3.71 5.27 -0.32
C 1.71 -4.72 6.07 -0.77
C 2.61 -4.41 7.08 -0.50
C 2.99 -3.10 7.29 -0.79
C 2.49 -2.09 6.48 -0.11
H 4.07 -1.57 4.41 0.58
H 4.09 0.15 3.97 0.31
H 4.63 -1.06 2.79 0.42
H 2.59 -3.54 2.89 0.58
H 2.88 -2.81 1.30 0.36
H 1.22 -3.17 1.82 0.20
H 0.04 -1.52 4.23 0.54
H 1.05 -0.34 5.07 -0.06
H 0.48 -3.95 4.49 0.49
H 1.40 -5.74 5.92 0.40
H 3.01 -5.20 7.72 0.41
H 3.69 -2.85 8.09 0.42
H 2.78 -1.06 6.66 0.42
C -1.66 2.77 1.06 -0.50
Si -0.33 3.48 -0.08 0.89
C -1.16 3.74 -1.75 -1.12
C 0.14 5.11 0.71 -0.81
C 1.27 2.41 -0.33 1.91
Si 2.73 3.50 -0.97 0.16
C 2.05 4.71 -2.24 -1.29
C 3.90 2.43 -2.00 -1.14
C 3.61 4.44 0.39 -1.01
H -2.19 1.93 0.62 0.05
H -2.37 3.59 1.20 0.69
H -1.33 2.47 2.06 -0.42
H -2.24 3.84 -1.60 0.43
H -1.00 2.89 -2.42 0.09
H -0.80 4.64 -2.25 0.45
H -0.79 5.64 0.96 0.40
H 0.74 5.77 0.09 0.39
H 0.68 4.97 1.65 -0.07
H 1.03 1.81 -1.23 -0.35
H 1.53 4.18 -3.04 0.33
H 2.91 5.21 -2.70 0.44
H 1.39 5.49 -1.87 0.32
H 3.40 1.56 -2.44 0.21
H 4.77 2.07 -1.45 0.30
H 4.25 3.04 -2.83 0.59
H 3.01 5.25 0.79 0.33
H 4.51 4.89 -0.05 0.53
H 3.94 3.81 1.21 0.25
C 0.02 4.36 4.09 -1.46
Ge 0.53 2.47 4.19 1.13
C 1.80 2.27 5.67 -1.35
C -1.09 1.40 4.47 -1.06
C 1.69 2.06 2.56 -1.70
H -0.33 4.66 5.08 0.51
H -0.79 4.52 3.38 0.38
H 0.86 5.00 3.83 0.36
H 1.27 2.21 6.62 0.43
H 2.47 3.13 5.71 0.43
H 2.42 1.37 5.57 0.27
H -1.95 2.07 4.49 0.51
H -1.03 0.91 5.45 0.44
H -1.25 0.63 3.72 0.04
H 2.62 1.81 3.08 0.92
H 1.87 3.05 2.12 0.55

=====

Entry 3:
15
Properties=species:S:1:pos:R:3:mulliken_charge:R:1 method="wB97M-V/def2-TZVPD" lumo_ev=0.63 e_homo_ev=-8.66 max_force_ev_per_a=4.4 mol_weight_g_mol=126.115 de_lowest_kj_mol=368.3 orbital_gap_ev=9.3
O -0.62 2.04 -0.01 -0.59
C -0.87 0.72 0.05 0.92
C -2.11 0.13 0.19 -0.88
N -1.90 -1.23 0.30 0.02
C -0.59 -1.52 0.26 -0.84
C 0.11 -0.33 0.08 0.88
C 1.53 -0.12 0.08 -0.44
N 2.40 0.14 0.93 -0.53
H 0.34 2.17 0.13 0.37
H -3.10 0.57 0.30 0.39
H -2.65 -1.91 0.41 0.21
H -0.24 -2.55 0.34 0.41
O 2.52 0.40 -1.27 -0.67
H 1.90 0.88 -1.83 0.31
H 3.27 0.58 0.04 0.44